137
Properties=species:S:1:pos:R:3:forces:R:3:lowdin_charge:R:1 method="wB97M-V/def2-TZVPD" total_charge=+1 e_tot_ha=-2787.79993
C 0.606 1.435 3.761 2.031 -1.251 -3.110 0.01
C 1.168 1.101 2.424 -1.800 0.880 3.534 -0.10
C 0.791 1.870 1.004 0.799 0.946 2.766 -0.10
N 1.007 0.833 -0.097 0.416 0.255 -1.063 -0.04
C -0.093 -0.191 -0.217 -0.939 -3.202 1.828 -0.20
O -1.462 0.416 -0.266 -0.950 -0.867 3.761 -0.09
C -2.188 0.165 0.989 -0.554 -3.047 6.515 -0.12
N -2.583 -0.245 2.174 3.344 3.871 -10.776 0.15
C 0.090 -1.272 -1.423 -0.367 -0.585 -0.406 -0.06
C 1.455 -1.156 -2.309 -0.747 -1.411 -0.404 -0.19
C 1.088 -1.883 -3.772 -1.067 1.460 0.610 -0.11
C 0.369 -3.346 -3.606 1.040 -0.212 -1.018 -0.34
C 1.396 -4.380 -2.854 -0.615 -0.165 -0.954 -0.06
O 0.191 -3.880 -4.997 -0.476 1.593 0.788 -0.12
C 2.065 0.368 -2.486 2.698 -1.452 0.647 -0.30
O 2.139 0.834 -3.885 -0.700 -0.681 1.409 -0.05
C 3.662 0.241 -1.997 0.709 0.105 0.337 -0.09
C 4.677 1.266 -2.762 0.746 -0.907 -0.480 -0.20
O 4.282 2.678 -2.773 1.296 -0.813 1.152 -0.23
C 5.204 3.525 -1.992 0.506 1.347 0.062 -0.25
C 4.655 5.096 -2.126 -0.602 -1.636 -0.774 -0.09
C 1.407 1.474 -1.443 1.124 2.200 -1.792 -0.14
C 0.290 2.468 -2.076 -0.590 1.245 -0.050 -0.10
C -0.789 1.840 -3.113 -1.047 -0.158 -1.551 -0.10
C -2.325 2.492 -2.984 0.389 5.112 -0.631 -0.26
O -2.376 3.832 -3.203 -0.212 -8.332 1.477 -0.06
N -3.520 1.612 -2.700 1.383 3.416 0.935 0.03
C -4.743 2.388 -2.270 -4.994 1.618 0.741 -0.18
C -6.172 1.963 -3.029 -0.027 2.413 2.209 -0.01
C -7.604 2.702 -2.700 4.332 1.131 2.171 -0.06
C -7.587 3.899 -1.574 2.825 -1.155 -0.211 -0.07
C -6.225 4.342 -0.745 0.513 -3.525 -3.511 -0.05
C -4.816 3.557 -1.123 -2.326 -1.064 -1.704 -0.02
H -0.083 2.346 4.014 1.244 -1.965 -0.869 0.10
H 0.935 0.750 4.680 -0.767 1.649 -2.155 0.09
H 1.967 0.218 2.383 -1.884 2.019 -0.078 0.11
H 1.573 2.756 0.909 -1.553 -2.040 -0.314 0.16
H -0.270 2.364 0.997 2.013 -1.370 -0.121 0.15
H 1.879 0.298 0.199 -1.055 0.251 -0.252 0.16
H -0.083 -0.812 0.802 0.237 1.560 -2.175 0.19
H -0.857 -1.265 -2.148 1.996 0.374 1.766 0.13
H 0.086 -2.360 -0.938 -0.056 2.497 -0.898 0.15
H 2.233 -1.910 -1.808 -1.462 2.087 -0.916 0.13
H 0.295 -1.168 -4.291 1.686 -1.337 0.913 0.13
H 2.050 -1.873 -4.439 -1.877 -0.591 1.221 0.14
H -0.718 -3.313 -3.150 2.381 0.096 -0.537 0.15
H 1.029 -4.560 -1.757 1.001 0.370 -2.083 0.07
H 1.336 -5.409 -3.455 0.146 2.358 1.549 0.11
H 2.494 -3.950 -2.932 -2.252 -0.934 0.361 0.10
H -0.362 -3.235 -5.533 0.887 -0.972 1.207 0.11
H 2.723 0.254 -4.453 -0.908 0.704 1.430 0.12
H 4.095 -0.855 -2.190 -1.036 2.363 0.313 0.14
H 3.791 0.423 -0.839 -0.449 -0.480 -2.101 0.11
H 4.792 0.885 -3.880 -0.242 1.005 2.239 0.14
H 5.744 1.153 -2.266 -2.139 0.155 -0.935 0.14
H 5.228 3.174 -0.873 -0.040 0.634 -1.987 0.12
H 6.308 3.485 -2.436 -2.331 -0.117 0.908 0.14
H 5.282 5.856 -1.494 -1.278 -1.592 -1.291 0.09
H 3.512 5.062 -1.818 2.421 0.348 -0.426 0.08
H 4.669 5.327 -3.289 0.118 -0.222 2.580 0.10
H 2.324 2.179 -1.136 -2.068 -1.552 -0.759 0.16
H 0.881 3.322 -2.665 -1.198 -2.091 1.378 0.16
H -0.332 3.063 -1.248 1.564 -1.417 -1.562 0.13
H -0.887 0.678 -3.136 0.392 2.064 0.316 0.09
H -0.437 2.157 -4.210 -0.920 -0.782 2.466 0.15
H -3.301 0.806 -2.075 -0.092 0.981 -0.799 0.11
H -6.133 1.088 -3.839 -0.072 2.207 1.987 0.09
H -8.577 2.370 -3.276 2.249 0.878 1.425 0.09
H -8.573 4.509 -1.300 2.344 -1.646 -0.792 0.09
H -6.191 5.202 0.070 -0.252 -2.112 -2.031 0.09
H -3.791 3.828 -0.580 -2.567 -0.499 -1.305 0.09
C -1.510 -4.524 -8.425 0.135 -0.050 0.024 -0.17
O -0.898 -5.433 -7.528 0.398 0.056 0.411 -0.13
H -2.250 -5.060 -9.023 0.158 0.137 0.146 0.07
H -2.006 -3.732 -7.859 -0.186 0.164 -0.217 0.07
H -0.751 -4.096 -9.085 -0.196 0.145 -0.182 0.08
H -0.247 -4.930 -7.011 -0.287 -0.535 -0.145 0.05
C -0.215 -7.054 -1.018 -0.231 -0.255 -0.120 -0.16
O -0.493 -6.578 -2.323 -0.410 -0.178 -0.319 -0.15
H 0.501 -6.382 -0.540 -0.067 -0.041 -0.129 0.06
H -1.138 -7.075 -0.433 0.138 -0.071 0.242 0.08
H 0.213 -8.057 -1.079 0.055 0.009 0.282 0.08
H -1.131 -7.194 -2.722 0.355 0.405 0.099 0.10
C -6.608 -0.654 3.146 0.178 0.028 -0.076 -0.17
O -6.201 0.522 3.821 0.459 0.352 0.039 -0.14
H -7.615 -0.922 3.474 0.179 0.131 0.000 0.08
H -6.614 -0.473 2.068 -0.113 -0.239 -0.074 0.07
H -5.921 -1.469 3.385 -0.137 -0.198 -0.131 0.07
H -5.304 0.734 3.510 -0.524 -0.079 0.222 0.06
C -0.220 0.155 7.934 -0.295 0.185 0.230 -0.15
O -0.243 -0.322 6.602 -0.284 -0.266 -0.742 -0.16
H 0.814 0.364 8.219 -0.118 -0.085 -0.128 0.08
H -0.808 1.073 8.003 0.100 -0.014 0.325 0.06
H -0.633 -0.606 8.602 0.082 0.151 0.194 0.08
H -1.172 -0.499 6.377 0.565 0.073 0.070 0.09
C 3.792 -2.719 1.180 0.009 -0.324 0.325 -0.14
O 3.636 -1.312 1.156 -0.179 1.026 0.099 -0.17
H 3.368 -3.139 0.265 0.043 0.079 0.105 0.07
H 4.855 -2.967 1.235 -0.094 -0.222 -0.045 0.09
H 3.266 -3.130 2.045 0.121 -0.223 -0.221 0.07
H 4.021 -0.967 1.980 -0.103 0.094 -0.232 0.05
C 5.455 -0.008 4.751 0.308 0.017 0.156 -0.14
O 4.533 0.499 3.803 -0.287 0.322 -0.700 -0.15
H 5.085 -0.963 5.131 -0.022 0.177 -0.107 0.09
H 6.425 -0.160 4.272 0.084 -0.094 0.232 0.08
H 5.552 0.698 5.579 0.153 -0.180 0.072 0.07
H 4.887 1.346 3.484 -0.323 -0.365 0.206 0.09
C -2.410 3.954 8.434 0.253 0.237 -0.105 -0.16
O -1.798 3.045 9.330 0.453 -0.202 0.549 -0.14
H -3.150 3.419 7.835 0.074 -0.035 0.177 0.08
H -2.906 4.747 8.999 -0.132 0.108 -0.216 0.08
H -1.651 4.382 7.774 -0.358 0.060 0.017 0.05
H -1.147 3.549 9.848 -0.393 -0.370 -0.265 0.09
C -4.737 -4.850 -11.405 -0.090 0.107 -0.164 -0.16
O -3.868 -3.878 -10.852 0.186 0.596 -0.038 -0.14
H -4.629 -5.782 -10.845 0.048 0.199 -0.040 0.08
H -5.770 -4.501 -11.331 -0.097 -0.240 -0.092 0.08
H -4.473 -5.023 -12.451 -0.180 -0.206 -0.015 0.08
H -3.986 -3.062 -11.369 0.142 -0.455 0.360 0.08
C 3.385 -6.013 3.626 -0.107 -0.241 0.099 -0.15
O 3.107 -5.537 2.322 -0.398 -0.105 -0.584 -0.15
H 4.101 -5.341 4.104 -0.111 -0.063 -0.160 0.08
H 2.462 -6.034 4.211 0.145 -0.068 0.219 0.08
H 3.813 -7.016 3.565 0.045 0.027 0.265 0.08
H 2.469 -6.153 1.922 0.408 0.375 0.171 0.08
C -2.214 6.440 5.566 0.062 0.190 -0.048 -0.15
O -1.175 5.943 6.388 0.693 0.265 -0.032 -0.15
H -3.078 5.775 5.643 0.181 0.051 0.062 0.08
H -2.497 7.441 5.899 -0.204 -0.010 -0.187 0.08
H -1.875 6.473 4.528 -0.240 0.082 -0.102 0.07
H -0.423 6.553 6.299 -0.374 -0.393 0.121 0.09
C 3.385 2.939 6.426 -0.129 -0.114 -0.001 -0.15
O 3.107 3.415 5.121 -0.223 -0.076 -0.529 -0.14
H 4.101 3.611 6.904 -0.127 -0.054 -0.156 0.09
H 2.462 2.918 7.011 0.127 -0.082 0.226 0.08
H 3.813 1.936 6.365 0.003 -0.036 0.262 0.06
H 2.469 2.799 4.722 0.360 0.311 0.122 0.03